Computed, not measured: 3 unconnected molecules or ions with the total composition C20H28N2O2 at a distorted geometry, with ωB97M-V with the def2-TZVPD basis set.

Geometry as XYZ:
```
52
Properties=species:S:1:pos:R:3:mulliken_charge:R:1
O 0.193 -0.992 1.862 -0.610
O 1.515 0.905 -3.043 -0.651
N -0.258 0.787 0.312 1.183
N 1.197 -0.711 -1.422 0.236
C -3.845 1.484 2.724 -0.689
C 2.233 -2.904 -2.132 0.826
C -3.037 2.389 0.156 -0.708
C 1.997 0.787 1.702 -0.927
C 0.444 1.947 -0.193 -1.825
C 3.941 -5.005 -1.493 -0.112
C 2.445 0.907 0.238 -1.400
C -4.233 2.881 1.069 -2.009
C 1.597 1.537 -0.784 1.234
C 1.087 -1.759 -2.621 -1.946
C -2.645 0.847 2.223 -1.253
C 2.866 -4.686 -0.635 -0.977
C 0.684 0.048 1.389 0.531
C 2.232 -3.547 -0.888 0.060
C 3.175 -3.431 -2.839 0.154
C 4.074 -4.187 -2.640 -0.846
C -2.771 0.925 0.536 -0.918
C -4.050 2.896 2.370 -0.274
C 1.427 0.628 -1.898 -0.032
C -1.473 0.380 0.005 -1.622
H -1.875 3.082 0.793 0.004
H -1.852 1.547 2.538 0.196
H 1.385 -1.440 -3.425 0.888
H 1.329 -0.907 -0.556 0.039
H -3.622 0.608 0.302 1.196
H -4.781 3.187 3.025 0.335
H 1.355 -3.385 -0.171 0.259
H 4.672 -5.733 -1.076 0.305
H 2.769 -5.182 0.280 0.437
H -4.741 0.689 2.463 0.223
H 2.103 2.415 -1.345 0.384
H 4.866 -4.364 -3.478 0.261
H 3.254 -2.884 -3.935 -0.003
H -2.480 -0.050 2.451 1.029
H -0.359 2.229 -1.102 0.346
H -4.189 3.906 0.720 0.336
H 2.327 0.056 2.338 0.452
H -1.618 -0.838 0.218 0.275
H -3.164 3.451 2.750 0.317
H 3.140 0.251 0.037 0.686
H 0.183 -2.071 -2.358 0.525
H 1.782 1.753 2.130 0.286
H 0.580 2.704 0.412 0.506
H -4.965 2.596 0.629 0.990
H -2.959 2.486 -0.797 0.984
H -1.663 0.325 -1.082 0.628
H -3.708 1.417 3.825 0.395
H 3.434 2.024 0.412 0.296
```

Results
**Net charge**: 0
**LUMO level**: 0.26 eV
**HOMO-LUMO gap**: 8.8 eV
**Molecular weight**: 328.456 g/mol